1.
2 unconnected molecules or ions with the total composition C2H2IO3 at a distorted geometry, computed with the ωB97M-V functional and the def2-TZVPD basis.

XYZ file:
```
8
Properties=species:S:1:pos:R:3
C 0.305 1.241 -1.407
C -0.578 -0.334 0.690
O 1.385 0.814 -1.298
O -0.783 1.570 -1.798
O 0.682 -0.190 1.313
I -0.867 -2.608 0.297
H -1.426 -0.235 1.535
H 1.282 -0.258 0.667
```

Values from the calculation:
Relative energy (zero: lowest compared OMol25 entry of this formula, charge and spin) = 43.35 kcal/mol
Net charge = -1
Highest occupied orbital energy = -0.094 hartree
LUMO energy = 3.5 eV

***

2.
A molecular structure, C2H2LuO3 at a distorted geometry, computed with the ωB97M-V functional and the def2-TZVPD basis.

XYZ file:
```
8
Properties=species:S:1:pos:R:3
C -0.988 1.257 0.232
Lu -2.297 -0.489 0.121
H -0.926 2.344 0.112
O -0.180 -1.276 -0.252
C 0.689 -0.401 -0.059
O 0.437 0.806 0.263
O 1.971 -0.759 -0.046
H 2.516 -0.023 0.263
```

Values from the calculation:
Relative energy (zero: lowest compared OMol25 entry of this formula, charge and spin) = 22.28 kcal/mol
Net charge = +1
Highest occupied orbital energy (alpha / beta) = -0.414 / -0.414 hartree
LUMO energy (alpha / beta) = -6.1 / -6.1 eV

***

3.
A molecular structure, C2H2MgO2Tl at a distorted geometry, computed with the ωB97M-V functional and the def2-TZVPD basis.

XYZ file:
```
8
Properties=species:S:1:pos:R:3
H -1.036 -3.007 1.550
O -1.811 1.130 -0.396
C -1.029 0.309 0.054
C 0.458 0.471 0.011
O 1.083 0.534 -1.043
Tl 3.196 1.456 -2.037
Mg -1.802 -1.618 0.884
H 0.942 0.725 0.978
```

Values from the calculation:
Relative energy (zero: lowest compared OMol25 entry of this formula, charge and spin) = 58.99 kcal/mol
Net charge = +1
Highest occupied orbital energy = -0.425 hartree
LUMO energy = -4.6 eV

***

4.
A molecular structure, C2H2MnO3 at a distorted geometry, computed with the ωB97M-V functional and the def2-TZVPD basis.

XYZ file:
```
8
Properties=species:S:1:pos:R:3
O -1.516 -0.219 -0.762
C -0.367 0.317 -1.001
Mn -1.544 -0.844 1.042
H -0.303 1.207 -1.639
O 0.367 -0.622 1.035
C 0.672 0.102 0.046
O 1.879 0.041 -0.465
H 1.707 0.146 -1.497
```

Values from the calculation:
Net charge = +1
Highest occupied orbital energy (alpha / beta) = -0.468 / -0.585 hartree
Multiplicity = 7
⟨S²⟩ = 12.007
LUMO energy (alpha / beta) = -6.3 / -6.5 eV

***

5.
2 unconnected molecules or ions with the total composition C2H2N at a distorted geometry, computed with the ωB97M-V functional and the def2-TZVPD basis.

XYZ file:
```
5
Properties=species:S:1:pos:R:3
C 0.214 -0.435 -0.044
C -0.469 0.749 -0.014
N -1.116 -0.409 0.029
H 1.943 -1.721 0.038
H -0.573 1.816 -0.009
```

Values from the calculation:
Net charge = +1
Highest occupied orbital energy (alpha / beta) = -0.555 / -0.740 hartree
Multiplicity = 3
⟨S²⟩ = 2.005
LUMO energy (alpha / beta) = -7.7 / -10.8 eV

***

6.
A single C2H2N2O molecule at a distorted geometry, computed with the ωB97M-V functional and the def2-TZVPD basis.

XYZ file:
```
7
Properties=species:S:1:pos:R:3
C 0.273 -0.361 0.648
C -0.780 0.265 -0.092
H 0.293 -0.512 1.729
H -1.694 0.404 0.405
N -0.348 0.537 -1.239
N 1.331 -0.440 -0.132
O 0.925 0.107 -1.318
```

Values from the calculation:
Relative energy (zero: lowest compared OMol25 entry of this formula, charge and spin) = 61.26 kcal/mol
Highest occupied orbital energy = -0.423 hartree
LUMO energy = 0.7 eV

***

Going through the records in order, we get E values of -600.8259; -1538.2884; -600.1306; -1453.7924; -131.5123; -262.0663 Ha.